(1)
{"formula": "C14H17BrN2O2RhSi", "method": "the ωB97M-V functional and the def2-TZVPD basis", "elements": ["Rh", "C", "C", "C", "C", "C", "Br", "N", "C", "H", "H", "H", "H", "H", "H", "C", "Si", "C", "C", "C", "C", "C", "C", "C", "H", "H", "H", "H", "H", "H", "H", "H", "H", "H", "H", "O", "N", "O"], "xyz": [[-0.22712, -0.69952, 0.80287], [-2.61063, 4.32545, -0.37792], [-2.34656, 3.24479, 0.63083], [-2.81506, 3.31553, 1.94036], [-2.55243, 2.30212, 2.85207], [-1.80391, 1.23996, 2.39620], [-1.38379, -0.25294, 3.47931], [-1.33622, 1.14760, 1.16072], [-1.60878, 2.12325, 0.28617], [-3.41402, 4.98087, -0.04862], [-2.88773, 3.90112, -1.34204], [-1.71885, 4.93635, -0.52575], [-3.40226, 4.16983, 2.25378], [-2.91912, 2.33335, 3.86678], [-1.22884, 1.97932, -0.71725], [3.04895, -2.44756, 1.75399], [2.37016, -1.16794, 0.58697], [3.43141, 0.34902, 0.43475], [1.56595, -1.77334, -0.96809], [1.46665, -0.94223, -2.10375], [0.77110, -1.34922, -3.22656], [0.14004, -2.58691, -3.24202], [0.21687, -3.42527, -2.13371], [0.91561, -3.02514, -1.01180], [4.02272, -2.78355, 1.38941], [2.38878, -3.30884, 1.85024], [3.18377, -2.01633, 2.74674], [4.40417, 0.07786, 0.01732], [3.59173, 0.78928, 1.41966], [2.97665, 1.10778, -0.20216], [1.95401, 0.02656, -2.11019], [0.71559, -0.70362, -4.09277], [-0.41236, -2.89998, -4.11779], [-0.27357, -4.38926, -2.14878], [0.95872, -3.68820, -0.15492], [-1.68704, -2.23619, 0.42522], [-2.05831, -1.83676, -0.70831], [-1.43627, -0.81723, -1.06093]], "lowdin_charge": [1.000, -0.026, -0.225, 0.017, -0.060, -0.721, 0.840, -0.111, -0.057, 0.087, 0.091, 0.096, 0.132, 0.119, 0.131, -0.198, 0.636, -0.205, -0.377, -0.110, -0.068, -0.050, -0.073, -0.130, 0.048, 0.028, 0.036, 0.049, 0.036, 0.025, 0.100, 0.115, 0.118, 0.120, 0.105, -0.204, -0.141, -0.175], "spin_multiplicity": 5, "largest_force_ev_per_a": 0.268, "e_homo_ha": [-0.387, -0.460], "total_charge": 1, "homo_lumo_gap_ev": [7.5, 7.3]}

(2)
{"formula": "C14H17ClFN3", "method": "the ωB97M-V functional and the def2-TZVPD basis", "elements": ["C", "C", "C", "Cl", "C", "C", "N", "C", "C", "N", "C", "C", "F", "H", "H", "H", "H", "H", "H", "H", "H", "H", "H", "H", "H", "N", "C", "C", "C", "C", "C", "H", "H", "H", "H", "H"], "xyz": [[2.72170, -0.43873, -3.43131], [1.25224, -0.07205, -3.18214], [0.98236, 0.12557, -1.69621], [0.97585, -1.45373, -0.85978], [-0.24896, 1.02698, -1.34825], [-0.87340, 0.67633, -0.06880], [-1.36397, 0.39605, 0.93102], [-1.31745, 1.25530, -2.45754], [-2.22709, 2.30847, -1.97903], [-2.95543, 3.09342, -1.56707], [-2.18412, 0.08148, -2.98109], [-2.27445, -1.16570, -2.13486], [-1.68484, -0.27865, -4.24524], [3.36651, 0.43594, -3.35780], [3.06930, -1.16211, -2.69410], [2.85455, -0.89181, -4.41055], [0.62539, -0.85876, -3.59096], [1.04195, 0.85504, -3.71282], [1.85460, 0.62834, -1.28406], [0.18910, 2.01353, -1.17351], [-0.79384, 1.68766, -3.30976], [-3.18987, 0.46351, -3.15466], [-2.55310, -0.95984, -1.10630], [-1.34394, -1.72259, -2.18552], [-3.04852, -1.79911, -2.56721], [-0.37531, -1.18439, 6.16632], [0.76620, -0.69786, 6.64803], [1.68706, 0.00138, 5.88295], [1.40762, 0.20525, 4.54102], [0.22435, -0.29391, 4.02176], [-0.62868, -0.97778, 4.87541], [0.94831, -0.87982, 7.70174], [2.59822, 0.37516, 6.32995], [2.10145, 0.74605, 3.90969], [-0.03771, -0.15790, 2.98209], [-1.56610, -1.38069, 4.50856]], "lowdin_charge": [-0.101, -0.278, -0.616, 0.687, -0.252, -0.236, 0.205, -0.199, -0.193, 0.189, -0.310, -0.021, -0.026, 0.077, 0.058, 0.076, 0.102, 0.111, 0.104, 0.156, 0.143, 0.143, 0.081, 0.050, 0.092, 0.049, -0.164, -0.081, -0.084, -0.073, -0.152, 0.100, 0.097, 0.101, 0.060, 0.104], "largest_force_ev_per_a": 0.600, "e_homo_ha": -0.348, "smiles": "CC[C@H](Cl)[C@H](C#N)[C@H](C#N)[C@H](C)F.c1ccncc1", "homo_lumo_gap_ev": 9.8}

(3)
{"formula": "C14H17ClN2", "method": "the ωB97M-V functional and the def2-TZVPD basis", "elements": ["Cl", "N", "C", "C", "C", "C", "C", "C", "C", "C", "C", "N", "C", "C", "C", "C", "C", "H", "H", "H", "H", "H", "H", "H", "H", "H", "H", "H", "H", "H", "H", "H", "H", "H"], "xyz": [[-4.74038, -0.75972, 2.61221], [1.96211, 1.21678, -1.25115], [0.75797, 1.00087, -0.85069], [2.62881, -2.40011, 1.63743], [1.72971, -1.43244, 1.92659], [-2.34622, 0.48412, 2.36674], [-1.06706, 0.75029, 1.87903], [-2.80248, -1.09531, 0.69107], [-3.25559, -0.47272, 1.84076], [-0.68577, 0.03627, 0.77896], [-1.56471, -0.95287, 0.15836], [0.57310, 0.33355, 0.41599], [-1.13293, -2.00919, -0.91990], [1.79907, 0.01400, 1.32694], [1.92896, 1.90334, -2.57762], [-0.19459, 1.54953, -1.78635], [0.54171, 2.22517, -2.86496], [3.55877, -2.22150, 1.13657], [2.44506, -3.44450, 1.72726], [0.73605, -1.72635, 2.32382], [-2.56331, 0.99066, 3.23847], [-0.47681, 1.36151, 2.46435], [-3.47106, -1.92747, 0.33857], [-0.16921, -2.47405, -0.56816], [-1.88157, -2.73062, -1.20532], [-0.76413, -1.38848, -1.70441], [2.72099, 0.18061, 0.79760], [1.64786, 0.75511, 2.11317], [2.65137, 2.77551, -2.64429], [2.30935, 1.11109, -3.26599], [-0.76874, 2.27743, -1.25831], [-0.88611, 0.78416, -2.20196], [0.54278, 3.35578, -2.83624], [0.23701, 1.92954, -3.83853]], "lowdin_charge": [0.701, 0.088, -0.292, 0.008, -0.123, -0.080, -0.002, -0.106, -0.690, -0.267, -0.154, -0.017, -0.006, -0.075, -0.237, -0.143, -0.211, 0.049, 0.040, 0.101, 0.073, 0.100, 0.127, 0.093, 0.072, 0.040, 0.091, 0.097, 0.122, 0.113, 0.120, 0.129, 0.135, 0.102], "largest_force_ev_per_a": 5.719, "e_homo_ha": -0.292, "smiles": "C=CCN(C1=NCCC1)c1ccc(Cl)cc1C", "homo_lumo_gap_ev": 8.7}

(4)
{"formula": "C14H17FMoN2O7S", "method": "the ωB97M-V functional and the def2-TZVPD basis", "elements": ["Mo", "O", "C", "C", "C", "N", "C", "C", "C", "O", "O", "C", "O", "O", "H", "H", "H", "C", "C", "C", "S", "O", "C", "C", "C", "H", "H", "H", "H", "H", "H", "H", "H", "H", "H", "H", "H", "H", "H", "F", "O", "C", "N"], "xyz": [[-0.00379, -0.60812, -0.38813], [0.17191, 1.13793, -6.17878], [0.04623, 0.69555, -4.92088], [0.03902, -0.65836, -4.58561], [-0.08241, -1.00550, -3.26210], [-0.21164, -0.08548, -2.29470], [-0.17742, 1.22129, -2.61361], [-0.05266, 1.65294, -3.90602], [-0.18483, 2.08844, -1.37714], [-0.29338, 3.28464, -1.40343], [-0.03233, 1.34869, -0.30125], [0.00187, -2.38894, -2.66820], [-0.02647, -3.39985, -3.31684], [0.12845, -2.29365, -1.36375], [0.27038, 0.40164, -6.79303], [0.15943, -1.44213, -5.32305], [-0.00389, 2.71012, -4.12634], [3.16656, 2.22974, 4.12577], [1.65035, 2.05210, 4.20131], [1.23202, 0.61584, 3.89392], [1.61244, 0.24244, 2.14232], [0.35779, -0.51182, 1.69508], [2.90415, -1.05418, 2.32192], [2.35255, -2.46755, 2.46003], [1.99625, -2.85882, 3.89281], [3.45801, 3.24660, 4.38498], [3.53334, 2.02551, 3.11709], [3.66979, 1.55103, 4.81846], [1.16043, 2.72667, 3.49566], [1.29530, 2.31166, 5.19998], [0.15436, 0.47135, 3.96171], [1.73763, -0.09198, 4.54862], [3.51878, -0.76318, 3.17498], [3.49352, -0.95579, 1.41228], [3.11140, -3.15179, 2.07757], [1.47829, -2.58028, 1.81963], [2.84964, -2.70173, 4.55604], [1.72546, -3.91324, 3.93437], [1.15007, -2.28330, 4.26970], [-1.70214, -1.09612, 0.22791], [4.10362, -0.38278, -1.71638], [3.02484, -0.39220, -1.23593], [1.94827, -0.38034, -0.71800]], "lowdin_charge": [1.786, 0.108, -0.267, 0.094, -0.134, -0.037, -0.132, 0.104, -0.527, 0.127, -0.201, -0.532, 0.123, -0.188, 0.125, 0.141, 0.145, -0.112, -0.295, -0.317, 1.018, -0.655, -0.313, -0.275, -0.097, 0.076, 0.065, 0.078, 0.111, 0.112, 0.101, 0.083, 0.091, 0.069, 0.117, 0.093, 0.078, 0.077, 0.067, -0.474, 0.091, -0.450, -0.070], "spin_multiplicity": 3, "largest_force_ev_per_a": 2.600, "e_homo_ha": [-0.296, -0.367], "homo_lumo_gap_ev": [7.4, 9.1]}

(5)
{"formula": "C14H17MnN", "method": "the ωB97M-V functional and the def2-TZVPD basis", "elements": ["C", "C", "C", "C", "C", "Mn", "N", "C", "C", "H", "H", "H", "H", "H", "H", "H", "H", "H", "H", "C", "C", "C", "C", "C", "C", "C", "H", "H", "H", "H", "H", "H", "H"], "xyz": [[-0.84445, 0.98715, -1.93088], [0.54457, 0.80432, -2.19915], [1.28421, 1.59265, -1.27892], [0.35701, 2.27838, -0.44798], [-0.96081, 1.90676, -0.84768], [-0.07881, 0.04516, -0.08772], [-1.42695, -0.66362, 0.59049], [-0.03697, -2.46050, -0.11148], [0.96577, -1.90199, -0.90646], [2.38258, 1.69324, -1.24788], [0.96825, 0.19985, -3.02068], [0.61062, 3.01016, 0.33599], [-1.89951, 2.31566, -0.44730], [-1.67912, 0.56783, -2.51555], [0.87682, -1.94331, -2.00506], [-0.93498, -2.88917, -0.56440], [-2.32533, -1.05535, 0.88816], [1.98567, -1.77074, -0.50582], [0.16336, -2.72138, 0.93180], [0.17493, 0.75603, 2.36140], [0.19137, 0.66248, 3.67671], [1.29691, -0.01251, 4.30494], [1.31911, -0.12116, 5.69568], [0.25892, 0.39586, 6.46084], [-0.82786, 1.02663, 5.84418], [-0.87732, 1.16083, 4.45564], [0.16878, -0.38044, 2.00228], [0.16808, 1.80860, 1.92775], [2.10546, -0.40499, 3.69590], [2.15716, -0.60745, 6.17955], [0.28589, 0.30060, 7.55477], [-1.64160, 1.42158, 6.43776], [-1.71066, 1.63282, 3.95513]], "lowdin_charge": [-0.202, -0.217, -0.162, -0.207, -0.193, 0.485, -0.208, -0.120, -0.172, 0.106, 0.099, 0.102, 0.112, 0.105, 0.048, 0.058, -0.025, 0.057, 0.064, -0.163, -0.441, -0.075, -0.147, -0.178, -0.146, -0.073, 0.066, 0.040, 0.081, 0.074, 0.069, 0.075, 0.086], "spin_multiplicity": 5, "largest_force_ev_per_a": 5.592, "e_homo_ha": [-0.054, -0.049], "total_charge": -1, "homo_lumo_gap_ev": [4.8, 4.6]}

(6)
{"formula": "C14H17N3O3", "method": "the ωB97M-V functional and the def2-TZVPD basis", "elements": ["C", "C", "C", "C", "C", "C", "C", "C", "C", "C", "C", "C", "C", "C", "H", "H", "H", "H", "H", "H", "H", "H", "H", "H", "H", "H", "H", "H", "H", "H", "H", "N", "N", "N", "O", "O", "O"], "xyz": [[0.54180, 2.37814, -0.06483], [1.72789, 1.10403, 0.17967], [-0.48748, 2.23021, 1.05109], [-1.17157, 0.95348, 1.15710], [-0.70264, -0.12285, 1.99805], [-2.23297, 0.36881, 0.20694], [-2.30915, -1.03056, 0.60541], [-2.90541, 0.86841, -0.85278], [-3.42273, -1.73719, 0.11785], [-3.86076, 0.04746, -1.51815], [-4.15728, -1.22704, -0.97016], [3.08715, -0.52421, -0.95655], [2.39922, -1.91023, -0.54620], [4.30439, -0.09152, -0.22614], [-0.64702, 1.73226, -1.58557], [0.49829, 2.80485, -2.02192], [1.07219, 3.37649, 0.03532], [-0.08318, 2.42720, 2.04417], [-1.24515, 3.03650, 0.94907], [0.16270, -0.19428, 2.59727], [-1.59741, -2.00949, 2.25580], [-2.77267, 1.89788, -1.29414], [-3.53724, -2.73965, 0.53977], [-4.34277, 0.33152, -2.43690], [-4.74182, -1.98744, -1.39570], [1.96485, 1.00303, -1.88196], [3.23571, -0.72769, -1.92000], [4.24841, -0.42628, 0.86142], [5.26546, -0.60426, -0.44354], [4.60952, 0.89507, -0.29865], [2.19281, -0.85434, 1.16517], [-0.12767, 2.57537, -1.30421], [-1.50663, -1.20828, 1.71006], [2.11647, 0.58555, -0.98852], [1.97059, 0.77591, 1.27744], [1.87366, -2.64009, -1.33867], [2.09067, -1.81974, 0.78890]], "lowdin_charge": [-0.260, -0.402, -0.173, -0.133, -0.005, -0.113, -0.184, -0.077, -0.030, -0.075, -0.090, -0.248, -0.411, -0.043, 0.074, 0.049, 0.150, 0.117, 0.132, 0.105, 0.129, 0.121, 0.106, 0.087, 0.077, 0.140, 0.096, 0.110, 0.097, 0.062, 0.089, 0.046, 0.065, 0.141, 0.081, 0.128, 0.043], "largest_force_ev_per_a": 8.331, "e_homo_ha": -0.282, "smiles": "C[C@H](NC(=O)[C@@H](N)Cc1c[nH]c2ccccc12)C(=O)O", "homo_lumo_gap_ev": 8.2}

(7)
{"formula": "C14H17N3O3", "method": "the ωB97M-V functional and the def2-TZVPD basis", "elements": ["C", "H", "O", "C", "C", "C", "C", "C", "C", "H", "C", "O", "N", "H", "C", "H", "C", "C", "C", "N", "C", "N", "H", "H", "H", "H", "H", "H", "H", "O", "C", "H", "H", "H", "H", "H", "H"], "xyz": [[0.69198, -1.28759, 4.78777], [0.63476, -1.58318, 5.83400], [-0.41351, -0.44463, 4.57117], [-0.58855, 0.10426, 3.33981], [-1.68580, 0.94887, 3.20976], [-1.95896, 1.58957, 2.00577], [-1.12320, 1.37163, 0.91451], [-0.04157, 0.50996, 1.03873], [0.23821, -0.12566, 2.24407], [1.11224, -0.75106, 2.33322], [0.82234, 0.32865, -0.15901], [1.00735, 1.22651, -0.96938], [1.37663, -0.89377, -0.29520], [1.08888, -1.62457, 0.33561], [2.28419, -1.26720, -1.35876], [2.70914, -0.34899, -1.76978], [1.61054, -2.09475, -2.46496], [1.00606, -1.28511, -3.56650], [0.64792, -1.65797, -4.83629], [0.13026, -0.60011, -5.51115], [0.17216, 0.39977, -4.67429], [0.69258, 0.04284, -3.47863], [0.83072, 0.64069, -2.66625], [-0.15938, 1.39518, -4.89194], [0.73254, -2.62077, -5.29959], [0.84138, -2.72903, -2.00920], [2.35215, -2.76228, -2.90962], [3.09343, -1.85323, -0.91242], [-1.28131, 1.85294, -0.03644], [-3.04692, 2.39797, 1.99810], [-3.35917, 3.09469, 0.81330], [-3.58627, 2.40799, -0.00797], [-4.24459, 3.68419, 1.04510], [-2.54604, 3.76309, 0.51505], [-2.32458, 1.11970, 4.05999], [0.64618, -2.18306, 4.15888], [1.63820, -0.76556, 4.61257]], "lowdin_charge": [-0.086, 0.094, -0.075, -0.260, 0.085, -0.256, 0.041, -0.128, 0.020, 0.103, -0.427, 0.042, 0.078, 0.138, -0.161, 0.127, -0.113, -0.267, -0.134, 0.040, -0.214, 0.111, 0.100, 0.110, 0.097, 0.117, 0.116, 0.121, 0.114, -0.072, -0.080, 0.098, 0.094, 0.098, 0.134, 0.095, 0.097], "largest_force_ev_per_a": 0.638, "e_homo_ha": -0.300, "smiles": "COc1cc(OC)cc(C(=O)NCCc2cnc[nH]2)c1", "homo_lumo_gap_ev": 8.6}